{
  "formula": "C21H21N3O3",
  "method": "ωB97M-V/def2-TZVPD",
  "symbols": ["O", "N", "O", "O", "C", "C", "C", "C", "C", "C", "C", "C", "C", "C", "C", "C", "C", "C", "N", "N", "C", "C", "C", "C", "C", "C", "C", "H", "H", "H", "H", "H", "H", "H", "H", "H", "H", "H", "H", "H", "H", "H", "H", "H", "H", "H", "H", "H"],
  "coordinates": [[-0.3209, 2.0481, 3.0957], [-4.7592, -3.4672, 2.9537], [-2.9650, 1.6630, 2.8691], [-4.6799, -0.3525, 2.1107], [-0.2759, 1.6030, 1.9513], [-4.0219, -3.5339, 1.8415], [3.0336, 4.1077, -2.2737], [3.6780, 4.7147, -1.1882], [2.0359, 3.1685, -2.1249], [3.2020, 4.5140, 0.0748], [-0.7859, -0.6208, 0.8150], [-2.4929, 0.6320, 2.0754], [-3.3831, -0.3708, 1.6965], [-1.1698, 0.5297, 1.5571], [1.6609, 2.9179, -0.7951], [2.1999, 3.5908, 0.2584], [-2.9976, -1.5030, 1.0229], [-1.6730, -1.6661, 0.5078], [0.5780, 2.2121, 1.0795], [-5.5037, -2.3522, 2.9117], [0.6245, 1.9471, -0.3527], [1.5177, 3.2090, 1.5073], [0.0821, -3.4765, 0.3699], [-0.9798, -2.6355, -1.7866], [-4.1749, -2.3738, 0.9737], [-5.2494, -1.5736, 1.7156], [-1.2079, -2.9173, -0.2753], [-2.1949, 2.0899, 3.3055], [-3.3256, -4.3298, 1.6929], [3.3768, 4.3440, -3.2819], [4.5170, 5.3740, -1.3220], [1.5586, 2.6915, -2.9486], [3.6634, 5.1035, 0.8867], [0.2334, -0.6922, 0.4744], [-5.6669, -1.8629, 3.7886], [0.9325, 0.9158, -0.6382], [-0.3607, 2.1775, -0.8286], [2.2396, 2.7979, 2.2282], [1.0319, 4.0747, 1.9579], [-0.0716, -3.6492, 1.4332], [0.9260, -2.7725, 0.2745], [0.3107, -4.4180, -0.1256], [-1.9517, -2.3794, -2.2510], [-0.2878, -1.7910, -1.9757], [-0.6328, -3.6036, -2.2586], [-4.5024, -2.7071, -0.0202], [-6.1753, -1.3936, 1.1427], [-1.9973, -3.6916, -0.2374]],
  "mulliken_charge": [-0.816, -0.648, -0.642, -0.440, 0.226, -0.235, -0.404, -0.549, -0.929, -0.710, -0.279, -0.128, 0.149, -0.134, 0.601, 0.320, 0.305, 0.420, 0.214, -0.043, -0.192, -0.571, -1.525, -1.321, -0.362, -0.184, 0.401, 0.443, 0.461, 0.339, 0.401, 0.494, 0.381, 0.539, 0.294, 0.090, 0.216, 0.309, 0.272, 0.382, 0.287, 0.464, 0.359, 0.212, 0.395, 0.537, 0.285, 0.316],
  "multiplicity": 1,
  "homo_lumo_gap_ev": 8.7
}